Entry 1:
# C4H4Cl2

One molecule with the formula C4H4Cl2 (ωB97M-V with the def2-TZVPD basis set, OMol25).

```
10
Properties=species:S:1:pos:R:3
C 0.08567 -0.25422 0.94257
C 0.21823 0.30059 -1.19292
C 1.11973 0.09975 -0.05936
C 0.12217 -0.97401 -0.35102
Cl 2.61077 0.81781 0.44272
Cl 4.79024 -0.17128 -0.24522
H 0.53218 -0.88990 1.78135
H -0.53474 0.55905 1.38736
H -0.48182 1.12364 -1.05331
H 0.66004 0.07029 -2.15318
```

Properties
**Charge**: 0
**Kohn-Sham gap (alpha / beta)**: 7.789 / 7.245 eV
**LUMO level (alpha / beta)**: -2.0 / -2.5 eV
**Energy above the lowest of the compared OMol25 structures with the same formula, charge and spin**: 575.44 kJ/mol

Entry 2:
# C4H4Cl2N2O

One molecule with the formula C4H4Cl2N2O (ωB97M-V with the def2-TZVPD basis set, OMol25).

```
13
Properties=species:S:1:pos:R:3
O -1.52138 -0.74830 -1.60279
C -0.29682 -0.88414 -1.09608
Cl 0.90675 0.01774 -2.49714
Cl 0.25844 -2.55800 -1.15018
C 0.05552 -0.13605 0.09950
C 1.08210 -0.44092 1.09720
N 1.00466 0.47683 2.05386
C 0.08656 1.33881 1.69916
N -0.46921 1.03223 0.48079
H -1.53468 -0.52695 -2.59545
H 1.93647 -1.21440 1.27763
H -0.37513 2.14390 2.25664
H -1.13328 1.49924 -0.02312
```

Properties
**Charge**: 0
**Kohn-Sham gap**: 8.592 eV
**SMILES**: OC(Cl)(Cl)c1cnc[nH]1
**LUMO level**: -0.3 eV
**Energy above the lowest of the compared OMol25 structures with the same formula, charge and spin**: 0.00 kJ/mol

Entry 3:
# C4H4Cl2N3O2

An isolated ion of composition C4H4Cl2N3O2 and charge +1 (ωB97M-V with the def2-TZVPD basis set, OMol25).

```
15
Properties=species:S:1:pos:R:3
O 0.01540 -1.21238 -3.27311
N -0.11403 -0.95477 -2.15557
O 1.16618 -0.46914 -1.57674
C 1.20428 -0.10220 -0.23847
C 0.54473 -1.07493 0.70412
C -0.64952 -0.80729 1.22757
Cl -1.57401 -1.85286 2.21174
N -1.30276 0.40839 0.93098
C -0.64763 1.40331 0.35565
Cl -1.39649 2.92002 0.20603
N 0.58939 1.22675 -0.06062
H 2.27679 -0.01355 -0.01369
H 1.06292 -1.99709 0.90883
H -2.27103 0.51019 1.21972
H 1.09579 2.01555 -0.44644
```

Properties
**Charge**: +1
**Kohn-Sham gap**: 9.603 eV
**SMILES**: O=NO[C@@H]1C=C(Cl)[NH+]=C(Cl)N1
**LUMO level**: -4.4 eV
**Energy above the lowest of the compared OMol25 structures with the same formula, charge and spin**: 67.76 kJ/mol

Entry 4:
# C4H4Cl2O

One molecule with the formula C4H4Cl2O (ωB97M-V with the def2-TZVPD basis set, OMol25).

```
11
Properties=species:S:1:pos:R:3
C 0.86399 -3.21977 -1.60207
C 0.27443 -2.02578 -2.31157
C -1.96723 -0.58031 0.95694
C -0.71942 -0.14425 0.72772
O -0.43411 -3.03633 -1.99653
Cl 1.31367 -3.28662 0.06839
Cl -0.07838 -0.34850 -0.92999
H 1.44207 -3.93152 -2.16574
H -2.34146 -0.83423 1.88552
H -2.31149 -0.92536 0.05127
H 0.09138 0.30778 1.17604
```

Properties
**Charge**: 0
**Kohn-Sham gap**: 9.483 eV
**LUMO level**: 0.4 eV
**Energy above the lowest of the compared OMol25 structures with the same formula, charge and spin**: 478.14 kJ/mol

Entry 5:
# C4H4Cl2O

A 2-piece molecular cluster, C4H4Cl2O overall (ωB97M-V with the def2-TZVPD basis set, OMol25).

```
11
Properties=species:S:1:pos:R:3
C 0.84399 1.42478 -0.64856
C -0.02656 0.71585 -1.28576
C 1.88741 2.37914 -0.21518
C -2.04267 -2.48689 0.53127
O 1.27750 1.44178 0.63522
Cl -0.75894 0.96055 -2.81424
Cl -1.28370 -0.98711 0.41618
H 2.83170 2.13635 -0.45487
H 1.60393 3.32629 -0.09424
H -2.91699 -2.66519 -0.05343
H -1.35815 -3.14165 0.87921
```

Properties
**Charge**: 0
**Kohn-Sham gap (alpha / beta)**: 8.871 / 7.467 eV
**LUMO level (alpha / beta)**: 0.0 / -0.9 eV
**Energy above the lowest of the compared OMol25 structures with the same formula, charge and spin**: 623.59 kJ/mol

Entry 6:
# C4H4Cl2O2

A 3-piece molecular cluster, C4H4Cl2O2 overall (ωB97M-V with the def2-TZVPD basis set, OMol25).

```
12
Properties=species:S:1:pos:R:3
C -4.64701 2.38020 -0.22672
C -2.07688 -1.13911 -0.99147
C -1.49626 -0.14764 0.00179
C -2.87109 -0.72462 -0.05122
O -3.95114 1.97517 -1.03928
O -5.34386 2.79245 0.58092
Cl -4.37668 -0.73519 0.69429
Cl 4.40760 1.68127 0.32404
H -1.87963 -1.70932 -1.86472
H 5.06573 1.14514 1.27838
H -0.79786 -0.49540 0.75536
H -1.33994 0.88092 -0.29873
```

Properties
**Charge**: 0
**Multiplicity**: 3
**Kohn-Sham gap (alpha / beta)**: 5.960 / 8.584 eV
**LUMO level (alpha / beta)**: 0.6 / -2.1 eV

Entry 7:
# C4H4ClF

C4H4ClF as an isolated structure (ωB97M-V with the def2-TZVPD basis set, OMol25).

```
10
Properties=species:S:1:pos:R:3
C -0.71670 -0.36411 -0.18877
C 0.35613 -0.87260 0.74220
C 0.12627 0.84049 -0.31261
C 1.17723 0.11464 0.41524
F -0.33920 1.99308 0.13850
Cl -2.86810 -0.34753 -0.13641
H -0.75166 -0.90105 -1.09566
H 0.45820 -1.77100 1.40078
H 0.41478 0.93441 -1.37062
H 2.14307 0.37366 0.40733
```

Properties
**Charge**: 0
**Kohn-Sham gap**: 10.411 eV
**LUMO level**: 0.0 eV
**Energy above the lowest of the compared OMol25 structures with the same formula, charge and spin**: 201.02 kJ/mol

Entry 8:
# C4H4ClF

One molecule with the formula C4H4ClF (ωB97M-V with the def2-TZVPD basis set, OMol25).

```
10
Properties=species:S:1:pos:R:3
F 2.93668 0.09493 -0.39905
C 1.92497 -0.68518 0.06094
C 0.61935 -0.12510 -0.02761
C -0.49624 0.31850 -0.04196
C -1.88831 0.76977 -0.04842
Cl -3.07018 -0.55938 -0.21040
H 2.07273 -0.90138 1.12226
H 1.94931 -1.62522 -0.46900
H -2.05415 1.37513 -0.87691
H -1.99417 1.33792 0.89015
```

Properties
**Charge**: 0
**Kohn-Sham gap**: 10.968 eV
**SMILES**: FCC#CCCl
**LUMO level**: 0.8 eV
**Energy above the lowest of the compared OMol25 structures with the same formula, charge and spin**: 89.44 kJ/mol

Entry 9:
# C4H4ClF

One molecule with the formula C4H4ClF (ωB97M-V with the def2-TZVPD basis set, OMol25).

```
10
Properties=species:S:1:pos:R:3
C -0.26466 -1.40647 -2.27607
C -0.18844 -0.62560 -1.17622
F -0.61116 0.64080 -1.21622
C 0.23845 -1.10228 0.15978
C 0.48504 -0.39167 1.21478
Cl 0.18645 1.28368 1.55602
H -0.04123 -2.42750 -2.23674
H -0.62214 -0.97106 -3.16463
H 0.46377 -2.16879 0.24915
H 0.90804 -0.86630 2.11215
```

Properties
**Charge**: 0
**Kohn-Sham gap**: 9.876 eV
**SMILES**: C=C(F)/C=C\Cl
**LUMO level**: 0.7 eV
**Energy above the lowest of the compared OMol25 structures with the same formula, charge and spin**: 11.68 kJ/mol

Entry 10:
# C4H4ClF

A 2-piece molecular cluster, C4H4ClF overall (ωB97M-V with the def2-TZVPD basis set, OMol25).

```
10
Properties=species:S:1:pos:R:3
C -1.69864 -0.27113 0.86545
C 2.17470 -0.36350 -0.70315
C 2.87236 -0.55738 0.32862
C -0.86968 -0.94624 0.11308
F -1.35099 -1.83103 -0.78272
Cl 4.60927 -0.06826 0.21854
H -2.77493 -0.34788 0.87718
H -1.17660 0.39127 1.63156
H 2.25469 -0.36869 -1.79032
H 2.47776 -0.52863 1.41319
```

Properties
**Charge**: 0
**Kohn-Sham gap (alpha / beta)**: 8.284 / 9.229 eV
**LUMO level (alpha / beta)**: -1.2 / -1.0 eV
**Energy above the lowest of the compared OMol25 structures with the same formula, charge and spin**: 540.51 kJ/mol

Entry 11:
# C4H4ClF3

One molecule with the formula C4H4ClF3 (ωB97M-V with the def2-TZVPD basis set, OMol25).

```
12
Properties=species:S:1:pos:R:3
C 1.14549 1.86639 0.01771
C 0.86475 0.56213 0.05762
Cl 2.28402 -0.55079 -0.12910
C -0.51990 -0.12760 0.10583
F -0.56284 -0.74522 1.27470
F -0.70810 -1.04493 -0.84316
C -1.73686 0.82520 -0.11499
F -2.79033 -0.10404 -0.16649
H 2.13228 2.10778 -0.02972
H 0.42448 2.68831 -0.04306
H -1.76738 1.67687 0.60500
H -1.58713 1.18144 -1.11988
```

Properties
**Charge**: 0
**Kohn-Sham gap**: 11.097 eV
**SMILES**: C=C(Cl)C(F)(F)CF
**LUMO level**: 0.7 eV
**Energy above the lowest of the compared OMol25 structures with the same formula, charge and spin**: 79.20 kJ/mol

Entry 12:
# C4H4ClN

One molecule with the formula C4H4ClN (ωB97M-V with the def2-TZVPD basis set, OMol25).

```
10
Properties=species:S:1:pos:R:3
C 1.12371 -0.63629 0.10823
C 0.82669 0.77382 0.10755
C 0.13566 -1.47955 -0.03686
C -0.48543 1.07200 -0.08428
N -1.30459 0.07369 -0.42059
Cl -2.89647 -0.02629 0.15883
H 2.14988 -0.94882 0.25749
H 1.60153 1.51169 0.19119
H -0.28425 -2.42286 -0.25944
H -0.86673 2.08262 -0.02213
```

Properties
**Charge**: 0
**Kohn-Sham gap (alpha / beta)**: 8.184 / 8.183 eV
**LUMO level (alpha / beta)**: 0.1 / 0.1 eV
**Energy above the lowest of the compared OMol25 structures with the same formula, charge and spin**: 417.49 kJ/mol

Entry 13:
# C4H4ClN2O

A 2-piece molecular cluster, C4H4ClN2O overall (ωB97M-V with the def2-TZVPD basis set, OMol25).

```
12
Properties=species:S:1:pos:R:3
C -1.03953 -0.11544 0.32724
C 0.19768 -0.24131 -0.14059
C -1.67724 1.19024 0.39099
C 1.03347 0.96520 -0.55644
N -1.13449 2.35442 0.35316
N 0.94981 2.18428 -0.32639
O -1.51792 3.51480 0.39458
Cl -3.78896 -0.94338 -0.11536
H -1.59368 -0.92734 0.70126
H 0.76277 -1.11506 -0.24987
H -2.68843 0.94652 0.65788
H 2.07413 0.49358 -1.03630
```

Properties
**Charge**: -1
**Kohn-Sham gap (alpha / beta)**: 7.282 / 7.456 eV
**LUMO level (alpha / beta)**: 2.8 / 3.0 eV
**Energy above the lowest of the compared OMol25 structures with the same formula, charge and spin**: 246.35 kJ/mol

Entry 14:
# C4H4ClN2O2S

An isolated ion of composition C4H4ClN2O2S and charge -1 (ωB97M-V with the def2-TZVPD basis set, OMol25).

```
14
Properties=species:S:1:pos:R:3
C -1.57541 0.73471 0.18081
C -2.65426 2.92970 0.17724
C -0.05841 1.98118 1.36642
C 0.67106 -0.09108 0.17255
N -2.32281 1.78212 0.12232
N -0.26967 0.90529 0.65040
O -1.04002 3.43428 -2.00304
O -3.45385 3.19896 -2.40144
S -2.39285 3.86897 -1.62747
Cl 1.65132 2.16673 1.79107
H -1.92557 -0.24766 -0.08229
H 1.67708 0.31749 0.23420
H 0.61104 -0.99885 0.77708
H 0.43892 -0.33161 -0.86609
```

Properties
**Charge**: -1
**Multiplicity**: 3
**Kohn-Sham gap (alpha / beta)**: 4.460 / 6.997 eV
**LUMO level (alpha / beta)**: 3.2 / 2.3 eV

Entry 15:
# C4H4ClN3O2

C4H4ClN3O2 as an isolated structure (ωB97M-V with the def2-TZVPD basis set, OMol25).

```
14
Properties=species:S:1:pos:R:3
C 0.34825 0.66648 1.58203
C 1.10868 -0.57153 1.16528
C -0.24540 1.37237 0.66054
C 0.70418 -0.43375 -1.19890
N 1.33490 -0.91124 -0.04143
N -0.44714 0.36062 -0.98520
N -1.55643 -0.37295 -0.89144
O -2.37488 -0.29065 0.03559
O -1.64086 -1.24206 -1.77416
Cl -1.04040 2.75270 0.57613
H 0.35417 1.20689 2.57933
H 1.70205 -1.22432 1.87281
H 1.36878 0.09887 -1.78834
H 0.38408 -1.41140 -1.79225
```

Properties
**Charge**: 0
**Kohn-Sham gap**: 9.432 eV
**LUMO level**: -0.3 eV
**Energy above the lowest of the compared OMol25 structures with the same formula, charge and spin**: 649.22 kJ/mol

Entry 16:
# C4H4ClN3O4

A 3-piece molecular cluster, C4H4ClN3O4 overall (ωB97M-V with the def2-TZVPD basis set, OMol25).

```
16
Properties=species:S:1:pos:R:3
C -4.46747 -0.42485 0.03173
C -3.25834 -0.90948 0.25501
Cl -3.17312 -2.51073 1.14537
N -2.10110 -0.50829 -0.30623
C -0.97803 -0.93122 -0.42194
O 0.12915 -1.07833 -0.72042
H -5.34280 -0.76304 0.45039
H -4.34008 0.55180 -0.45949
H 3.39641 2.79946 0.40076
N 3.02849 2.09637 -0.36480
N 2.09588 1.40861 -0.01839
O 1.62583 1.61758 1.34787
H 1.06817 0.82453 1.54189
O 3.55718 -1.58363 -0.46180
C 4.08890 -0.72079 -0.97349
O 4.67095 0.13204 -1.44646
```

Properties
**Charge**: 0
**Kohn-Sham gap**: 10.078 eV
**SMILES**: C=C(Cl)N=C=O.[H]/N=N\O.O=C=O
**LUMO level**: 0.4 eV
**Energy above the lowest of the compared OMol25 structures with the same formula, charge and spin**: 0.00 kJ/mol

Entry 17:
# C4H4ClNO2

One molecule with the formula C4H4ClNO2 (ωB97M-V with the def2-TZVPD basis set, OMol25).

```
12
Properties=species:S:1:pos:R:3
C -2.26191 0.74128 0.04288
C -1.29682 -0.12299 -0.14812
Cl -1.65798 -1.82447 -0.03223
C 0.10043 0.38834 -0.15118
O 0.29384 1.62352 -0.06931
N 1.05666 -0.52319 -0.08077
C 2.44067 -0.35456 0.04001
O 3.15583 -1.28838 -0.03769
H -2.04293 1.82458 0.06600
H -3.30826 0.36277 0.20155
H 0.83080 -1.51328 -0.07126
H 2.68967 0.68639 0.24012
```

Properties
**Charge**: 0
**Kohn-Sham gap**: 10.143 eV
**SMILES**: C=C(Cl)C(=O)NC=O
**LUMO level**: -0.3 eV
**Energy above the lowest of the compared OMol25 structures with the same formula, charge and spin**: 15.58 kJ/mol

Entry 18:
# C4H4ClNOS

One molecule with the formula C4H4ClNOS (ωB97M-V with the def2-TZVPD basis set, OMol25).

```
12
Properties=species:S:1:pos:R:3
C 0.40529 -0.69592 0.20019
C 1.04451 -0.78182 -1.15295
C 1.15160 -1.69855 1.10232
C 0.23317 0.73215 0.67593
N 2.18495 -2.37354 0.44139
O 0.93562 -1.94103 2.25341
S 2.26069 -1.93229 -1.13047
Cl 1.74445 1.53247 0.76478
H -0.62488 -1.11394 0.19064
H 0.67587 -0.39061 -2.06302
H -0.31110 0.92154 1.69164
H -0.56866 1.07670 -0.05721
```

Properties
**Charge**: 0
**Kohn-Sham gap (alpha / beta)**: 7.747 / 7.750 eV
**LUMO level (alpha / beta)**: -1.3 / -1.3 eV
**Energy above the lowest of the compared OMol25 structures with the same formula, charge and spin**: 166.88 kJ/mol

Entry 19:
# C4H4ClNOS

One molecule with the formula C4H4ClNOS (ωB97M-V with the def2-TZVPD basis set, OMol25).

```
12
Properties=species:S:1:pos:R:3
O 0.58457 -0.46100 -2.69875
C 1.34399 -0.87741 -1.84849
N 1.09877 -0.82308 -0.49152
C -0.00264 -0.19366 0.09898
C -1.29318 -0.22148 -0.62447
S -2.54055 0.77212 -0.36134
C 0.06757 0.32360 1.32902
Cl 1.50551 0.33017 2.26929
H 2.31653 -1.32938 -2.05066
H 1.84942 -1.11558 0.11805
H -1.35616 -0.98263 -1.38002
H -0.81709 0.72408 1.81648
```

Properties
**Charge**: 0
**Kohn-Sham gap**: 8.084 eV
**SMILES**: O=CN/C(C=S)=C\Cl
**LUMO level**: -0.9 eV
**Energy above the lowest of the compared OMol25 structures with the same formula, charge and spin**: 49.67 kJ/mol

Entry 20:
# C4H4ClNS

One molecule with the formula C4H4ClNS (ωB97M-V with the def2-TZVPD basis set, OMol25).

```
11
Properties=species:S:1:pos:R:3
N -1.72926 -2.52620 0.34177
C -1.00483 -1.57318 0.14675
C -0.03946 -0.56643 -0.13917
C 0.45849 -0.66164 -1.34346
Cl 1.68115 0.21603 -2.20125
C 0.31941 0.61351 0.75901
S -1.03117 1.72595 0.62145
H 0.07207 -1.42012 -1.93853
H 0.37490 0.35206 1.74198
H 1.28050 1.02958 0.53680
H -0.38180 2.81042 1.47465
```

Properties
**Charge**: 0
**Kohn-Sham gap**: 9.499 eV
**SMILES**: N#C/C(=C/Cl)CS
**LUMO level**: -0.1 eV
**Energy above the lowest of the compared OMol25 structures with the same formula, charge and spin**: 171.08 kJ/mol

Asked for E_tot across the records above, the calculation gives -29250.695, -34284.390, -37813.337, -31299.458, -31297.950, -33346.624, -19449.374, -19450.530, -19451.336, -19445.855, -24886.420, -18220.812, -21759.589, -34640.658, -25293.339, -29392.700, -22319.930, -31105.979, -31107.194, -29058.531 eV in order.
Asked for max |F| across the records above, the calculation gives 4.2, 4.3, 1.6, 4.1, 3.9, 9.5, 3.7, 2.0, 3.0, 4.3, 3.1, 4.0, 3.4, 2.2, 5.5, 3.9, 3.8, 3.6, 1.0, 6.8 eV Å⁻¹ in order.